One molecule with the formula C4H5NO. Source: the OMol25 dataset; level of theory: the ωB97M-V functional and the def2-TZVPD basis.

Values from the calculation:
SMILES: C#CCNC=O
HOMO energy: -10.0 eV
Maximum force: 0.6 eV/Å
Lowest unoccupied orbital energy: 0.855 eV
ΔE to the lowest compared entry with this formula, charge and spin: 166.2 kJ/mol

Bonds (Å) are listed after each position.
Geometry (Å):
1 C -1.662 0.945 0.353  N3 1.361, H8 1.106, O9 1.214
2 H 1.772 -3.140 -0.470  C7 1.070
3 N -0.381 0.624 0.681  C1 1.361, H5 1.010, C10 1.455
4 H 0.176 0.733 -1.291  C10 1.096
5 H -0.187 0.297 1.617  N3 1.010
6 H 1.495 1.078 -0.165  C10 1.097
7 C 1.456 -2.118 -0.437  H2 1.070, C11 1.204
8 H -2.330 0.920 1.234  C1 1.106
9 O -2.053 1.210 -0.765  C1 1.214
10 C 0.632 0.424 -0.344  N3 1.455, H4 1.096, H6 1.097, C11 1.469
11 C 1.082 -0.974 -0.413  C7 1.204, C10 1.469

Here are the Löwdin charges for atoms 1 to 2, given in e: -0.36 0.03

One molecule with the formula C4H5NO at a distorted geometry. Source: the OMol25 dataset; level of theory: the ωB97M-V functional and the def2-TZVPD basis.

Values from the calculation:
HOMO energy: -9.4 eV
Maximum force: 1.1 eV/Å
Lowest unoccupied orbital energy: -0.033 eV
ΔE to the lowest compared entry with this formula, charge and spin: 558.6 kJ/mol

Bonds (Å) are listed after each position.
Geometry (Å):
1 H -1.523 -1.031 -0.297  C2 1.093
2 C -1.216 -0.615 0.666  H1 1.093, H4 1.092, H7 1.100, C11 1.500
3 H 2.729 -0.871 -1.276  C5 1.102
4 H -2.096 -0.245 1.196  C2 1.092
5 C 1.858 -0.510 -0.706  H3 1.102, O9 1.320
6 C 0.274 0.976 -0.699  O9 1.411, N10 1.232, C11 1.396
7 H -0.786 -1.428 1.269  C2 1.100
8 H 0.219 0.883 1.431  C11 1.089
9 O 1.392 0.500 -1.416  C5 1.320, C6 1.411
10 N -0.615 1.829 -0.681  C6 1.232, C11 1.819
11 C -0.237 0.512 0.514  C2 1.500, C6 1.396, H8 1.089, N10 1.819

Here are the Löwdin charges for atoms 1 to 2, given in e: 0.08 -0.08